Entry 1:
{
  "formula": "C17H32CdNO8",
  "method": "the ωB97M-V functional and the def2-TZVPD basis",
  "elements": ["Cd", "C", "C", "C", "N", "C", "C", "C", "C", "C", "C", "H", "H", "H", "H", "H", "H", "H", "H", "H", "H", "H", "H", "H", "H", "H", "H", "H", "H", "H", "H", "C", "C", "O", "O", "H", "H", "H", "C", "C", "O", "O", "H", "H", "H", "C", "C", "O", "O", "H", "H", "H", "C", "C", "O", "O", "H", "H", "H"],
  "xyz": [[4.572, 7.449, 34.228], [6.202, 12.323, 29.289], [4.769, 11.999, 29.617], [4.544, 10.665, 30.247], [3.038, 10.118, 30.431], [2.172, 10.318, 29.123], [0.700, 9.912, 29.293], [-0.018, 10.665, 30.493], [0.845, 10.526, 31.741], [2.310, 10.956, 31.514], [3.199, 8.596, 30.822], [6.388, 11.787, 28.358], [6.869, 11.962, 30.072], [6.314, 13.404, 29.209], [4.195, 12.014, 28.690], [4.222, 12.774, 30.154], [4.687, 10.748, 31.325], [5.135, 9.853, 29.823], [2.102, 11.392, 28.953], [2.493, 9.913, 28.163], [0.072, 10.097, 28.421], [0.775, 8.843, 29.494], [-0.219, 11.711, 30.262], [-0.857, 10.037, 30.792], [0.311, 11.178, 32.432], [0.844, 9.558, 32.243], [2.271, 11.992, 31.180], [2.869, 10.884, 32.447], [2.322, 8.240, 31.362], [4.021, 8.524, 31.535], [3.389, 8.086, 29.878], [7.111, 10.614, 33.479], [6.136, 9.576, 33.881], [6.457, 8.530, 34.502], [4.940, 9.646, 33.619], [6.734, 11.590, 33.784], [7.336, 10.608, 32.413], [8.095, 10.537, 33.942], [6.695, 3.994, 33.414], [5.971, 5.271, 33.692], [5.665, 5.567, 34.825], [5.580, 6.034, 32.829], [7.173, 3.982, 32.435], [5.904, 3.244, 33.399], [7.509, 3.771, 34.105], [0.434, 6.775, 33.591], [1.881, 7.086, 33.946], [2.211, 8.276, 34.295], [2.800, 6.299, 33.769], [0.050, 5.841, 34.001], [0.234, 6.824, 32.521], [-0.165, 7.629, 33.906], [5.554, 8.992, 37.937], [4.748, 7.760, 37.524], [4.653, 6.780, 38.214], [4.238, 7.918, 36.342], [4.806, 9.728, 38.231], [6.206, 9.481, 37.213], [6.214, 8.663, 38.739]],
  "mulliken_charge": [1.719, -1.301, -0.521, -0.248, 0.600, -0.907, -0.745, -0.756, -0.138, -0.830, -1.044, 0.359, 0.276, 0.358, 0.277, 0.422, 0.171, 0.423, 0.463, 0.398, 0.417, 0.328, 0.305, 0.378, 0.516, -0.162, 0.424, 0.355, 0.217, 0.441, 0.354, -1.348, 1.086, -0.746, -0.789, 0.327, 0.189, 0.353, -1.281, 1.070, -0.711, -0.851, 0.313, 0.282, 0.299, -1.267, 1.076, -0.647, -0.755, 0.363, 0.275, 0.312, -0.886, 0.524, -0.689, -0.746, 0.242, 0.139, 0.316],
  "multiplicity": 1,
  "homo_lumo_gap_ev": 5.3199,
  "total_charge": -1,
  "e_tot_ev": -40583.214
}

Entry 2:
{
  "formula": "C26H35Al2BBr5F22IN2O5S",
  "method": "the ωB97M-V functional and the def2-TZVPD basis",
  "elements": ["C", "C", "C", "I", "C", "O", "O", "C", "C", "C", "O", "C", "C", "C", "F", "F", "C", "F", "F", "C", "F", "F", "C", "F", "F", "S", "F", "F", "F", "F", "F", "C", "C", "C", "C", "C", "C", "C", "H", "H", "H", "H", "H", "H", "H", "H", "H", "H", "H", "H", "H", "H", "H", "H", "H", "H", "H", "H", "C", "O", "N", "N", "H", "H", "H", "H", "Al", "F", "Al", "F", "F", "F", "Br", "C", "C", "Br", "H", "H", "H", "H", "B", "F", "F", "F", "F", "C", "C", "O", "H", "H", "H", "H", "H", "H", "C", "Br", "Br", "Br", "H", "F"],
  "xyz": [[-1.538, 0.423, -3.938], [-1.040, -0.968, -3.532], [0.403, -1.268, -3.940], [0.391, -1.659, -6.034], [1.380, -0.158, -3.641], [2.340, 0.058, -4.305], [1.136, 0.636, -2.554], [1.775, 0.213, -1.333], [1.043, -1.026, -0.793], [1.271, -1.320, 0.656], [2.256, -1.003, 1.260], [1.618, 1.411, -0.404], [0.169, 1.836, -0.208], [-0.085, 2.992, 0.735], [-0.098, 4.127, -0.016], [-1.321, 2.890, 1.259], [0.896, 3.303, 1.882], [2.134, 3.527, 1.402], [0.509, 4.488, 2.389], [1.032, 2.311, 3.107], [1.322, 3.028, 4.200], [2.149, 1.585, 2.858], [-0.064, 1.245, 3.443], [-0.501, 0.596, 2.365], [0.588, 0.326, 4.171], [-1.545, 1.815, 4.514], [-1.312, 3.281, 4.014], [-0.535, 1.985, 5.717], [-1.752, 0.308, 4.966], [-2.535, 1.524, 3.329], [-2.702, 2.283, 5.400], [3.311, -0.003, -1.518], [3.783, -1.399, -1.502], [3.485, -2.307, -2.618], [3.897, -3.602, -2.640], [4.651, -4.090, -1.551], [4.996, -3.187, -0.444], [4.552, -1.872, -0.457], [-2.404, 0.307, -4.575], [-0.800, 1.016, -4.467], [-1.890, 0.973, -3.075], [-1.211, -1.149, -2.479], [-1.661, -1.691, -4.040], [0.718, -2.180, -3.443], [-0.015, -0.834, -0.913], [1.221, -1.921, -1.380], [0.487, -1.893, 1.162], [2.168, 1.238, 0.507], [2.133, 2.219, -0.917], [-0.435, 0.980, 0.053], [-0.209, 2.146, -1.173], [3.674, 0.485, -2.421], [3.792, 0.497, -0.689], [2.932, -1.944, -3.467], [3.645, -4.250, -3.458], [5.014, -5.101, -1.502], [5.577, -3.532, 0.383], [4.793, -1.211, 0.354], [1.603, 6.029, 7.283], [1.167, 6.919, 7.992], [0.967, 5.397, 6.301], [2.924, 5.606, 7.542], [1.386, 4.671, 5.753], [-0.004, 5.670, 6.102], [3.305, 6.133, 8.293], [3.439, 4.877, 7.079], [3.815, 5.998, 10.237], [-3.749, -4.517, -6.117], [-3.419, -3.780, -4.659], [-1.886, -4.215, -4.107], [-4.566, -4.136, -3.439], [-3.450, -2.106, -4.858], [-4.819, -6.313, -3.911], [-5.424, -8.189, -3.928], [-6.719, -8.342, -4.680], [-8.238, -7.696, -3.643], [-5.501, -8.505, -2.893], [-4.639, -8.761, -4.424], [-6.937, -9.389, -4.877], [-6.722, -7.789, -5.613], [-3.191, 5.307, 6.122], [-4.030, 4.748, 5.161], [-2.058, 5.883, 5.460], [-3.853, 6.292, 6.840], [-2.729, 4.304, 7.003], [-3.819, 3.902, -0.418], [-4.679, 5.069, -0.867], [-6.069, 4.778, -0.756], [-4.047, 3.015, -1.011], [-2.760, 4.137, -0.524], [-4.015, 3.656, 0.628], [-4.495, 5.301, -1.915], [-4.450, 5.959, -0.272], [-6.256, 4.585, 0.168], [7.352, -7.471, -3.141], [8.877, -6.424, -2.623], [5.938, -7.339, -1.840], [6.731, -7.008, -4.897], [7.662, -8.505, -3.167], [4.102, -4.854, 0.077]],
  "mulliken_charge": [-1.372, 0.620, -0.633, 0.191, 0.249, -0.516, -0.303, 2.575, -1.247, -0.727, -0.388, -2.208, -1.570, 1.180, -0.387, -0.194, 0.456, -0.333, -0.298, 0.431, -0.228, -0.277, 0.457, -0.277, -0.314, 1.540, -0.283, -0.327, -0.329, -0.281, -0.268, -1.505, 0.456, 0.190, -1.164, 0.883, -0.424, -0.490, 0.487, 0.336, 0.127, 0.314, -0.007, 0.404, 0.344, 0.614, 0.509, 0.641, 0.580, 0.439, 0.737, 0.638, 0.511, 0.856, 0.605, -0.460, 0.484, 0.428, 0.685, -0.632, -0.067, -0.273, 0.150, 0.141, 0.091, 0.173, 0.790, -0.381, 0.491, -0.384, -0.443, -0.400, 0.079, -0.657, -0.572, -0.164, 0.341, 0.307, 0.346, 0.368, 0.639, -0.385, -0.476, -0.356, -0.432, -0.529, -0.487, -0.530, 0.265, 0.053, 0.311, 0.317, 0.296, 0.304, -0.338, 0.004, -0.030, 0.016, 0.333, -0.436],
  "multiplicity": 1,
  "homo_lumo_gap_ev": 2.1872,
  "e_tot_ev": -483553.427
}

Entry 3:
{
  "formula": "C7H7Cl2NO2Si",
  "method": "the ωB97M-V functional and the def2-TZVPD basis",
  "elements": ["C", "C", "C", "C", "C", "C", "C", "N", "O", "O", "Si", "Cl", "Cl", "H", "H", "H", "H", "H", "H", "H"],
  "xyz": [[-1.758, 0.180, 2.485], [-2.288, 0.633, 1.284], [-0.427, -0.260, 2.569], [-1.514, 0.861, 0.200], [0.378, 0.067, 1.488], [-0.137, 0.582, 0.273], [0.573, 0.834, -1.084], [1.120, -2.022, -2.059], [-0.069, -2.101, -2.259], [1.904, -2.980, -2.084], [1.884, -0.440, -1.551], [2.035, 1.823, -3.817], [3.765, -0.829, -1.402], [-2.261, -0.046, 3.394], [-3.295, 0.979, 1.256], [0.020, -0.699, 3.464], [-1.924, 1.326, -0.708], [1.487, -0.320, 1.618], [-0.292, 0.590, -1.798], [0.797, 1.821, -1.270]],
  "mulliken_charge": [-0.496, -0.563, -0.505, -0.504, -0.212, 0.789, -0.962, 0.953, -0.522, -0.547, 0.635, -0.580, -0.072, 0.368, 0.363, 0.363, 0.340, 0.135, 0.451, 0.567],
  "multiplicity": 1,
  "homo_lumo_gap_ev": 6.7509,
  "e_tot_ev": -45876.524
}